C18H40B3FN2O16S3 | the ωB97M-V functional and the def2-TZVPD basis

Structure (XYZ):
```
83
Properties=species:S:1:pos:R:3:forces:R:3
C 3.1062 1.6842 1.8128 0.0 0.1 0.1
C 1.9168 1.2833 0.9793 0.5 0.3 -0.2
O 0.9480 0.7657 1.4409 -0.3 -0.3 0.3
O 2.0079 1.4288 -0.3654 0.0 0.0 -0.2
C 2.3550 2.7147 -0.9095 0.0 0.0 0.0
C 1.2907 3.7522 -0.5881 0.0 0.3 -0.2
C 1.4286 4.5544 0.7207 -0.1 -0.1 0.0
C 0.4154 4.1388 1.8093 0.1 -0.1 0.0
C -0.7277 5.1690 2.0396 -0.2 0.2 0.1
B -1.9395 4.6265 1.2337 -0.4 0.1 -0.1
O -2.1761 4.9895 -0.0795 0.3 -0.2 -0.1
B -2.4191 3.9388 -0.9606 0.3 0.2 0.1
N -2.6458 4.1315 -2.3345 -0.7 -0.1 0.3
O -2.3900 2.6449 -0.4032 -0.6 -0.1 -0.4
B -2.9603 2.5792 0.8397 0.3 0.1 0.1
C -4.0201 1.4317 1.2154 0.6 0.0 -0.4
O -5.1420 1.7727 1.4809 -0.5 0.1 0.1
N -3.7293 0.0493 1.1665 0.3 -0.4 1.0
C -2.4580 -0.4451 1.4578 0.0 0.7 -0.7
O -2.1766 -1.2859 2.2351 0.1 -0.3 -0.1
F -1.5464 0.1810 0.6814 -0.4 -0.3 0.5
O -2.7572 3.5971 1.7265 0.3 -0.2 0.0
H 3.6321 0.7639 2.0798 0.0 0.1 0.0
H 2.7499 2.1381 2.7371 0.0 0.0 0.0
H 3.8020 2.3540 1.3138 0.0 -0.1 0.0
H 2.3841 2.5705 -1.9881 0.0 -0.2 0.1
H 3.3556 3.0209 -0.5850 -0.1 0.0 0.0
H 1.2684 4.4457 -1.4334 0.0 0.0 0.0
H 0.3298 3.2259 -0.5989 0.0 0.1 -0.1
H 2.4487 4.4920 1.1150 -0.1 -0.1 -0.1
H 1.2724 5.6061 0.4719 0.0 0.0 0.1
H 0.9201 3.9427 2.7576 0.0 0.1 0.0
H -0.0163 3.1749 1.5136 0.1 0.0 0.2
H -0.4321 6.1491 1.6570 0.0 0.0 0.1
H -0.9453 5.2679 3.1051 0.0 -0.1 -0.1
H -3.0527 3.3453 -2.8222 0.3 0.0 -0.2
H -3.0980 4.9924 -2.6046 0.4 0.1 -0.1
H -4.4146 -0.4707 1.7098 -0.2 0.0 -0.3
O -2.1531 0.7811 -4.2327 -0.1 0.1 0.0
S -0.7588 0.7313 -3.8999 0.2 -0.1 0.1
O -0.0138 1.9539 -3.8522 0.0 0.0 0.0
O -0.0429 -0.2821 -4.9013 0.0 0.0 0.0
C -0.2801 -0.0817 -6.3187 -0.1 -0.1 -0.1
C 0.5372 1.0545 -6.8915 0.0 0.0 0.1
C -0.5068 -0.1849 -2.4312 0.0 -0.1 0.1
H -1.3494 0.0659 -6.4733 0.0 0.0 0.0
H -0.0007 -1.0340 -6.7658 0.0 0.0 0.0
H 0.2141 2.0160 -6.4972 0.0 0.0 0.0
H 0.4224 1.0654 -7.9761 0.0 0.0 0.0
H 1.5923 0.9248 -6.6510 0.0 0.0 0.0
H -1.0397 -1.1286 -2.5186 0.0 0.0 0.1
H -0.8929 0.4041 -1.6008 0.0 0.0 -0.1
H 0.5606 -0.3461 -2.3012 0.0 0.0 0.0
O 0.7904 -5.2562 -2.3851 0.0 0.0 0.1
S -0.4900 -4.6256 -2.4987 0.0 0.0 -0.1
O -0.8613 -3.6202 -1.5484 0.0 0.0 0.0
O -1.6098 -5.7437 -2.5603 0.0 0.0 0.0
C -1.5863 -6.7645 -1.5247 0.0 -0.2 0.0
C -2.1536 -6.2719 -0.2128 0.0 0.1 0.0
C -0.7092 -3.9831 -4.1206 0.0 0.0 0.0
H -0.5630 -7.1253 -1.4197 0.0 0.0 0.0
H -2.1885 -7.5677 -1.9434 0.0 0.0 0.0
H -1.5165 -5.5144 0.2401 0.0 0.0 0.0
H -2.2380 -7.1130 0.4761 0.0 0.0 0.0
H -3.1428 -5.8395 -0.3619 0.0 0.0 0.0
H -0.4571 -4.7564 -4.8407 0.0 0.0 0.0
H -0.0338 -3.1335 -4.2112 0.0 0.0 0.0
H -1.7414 -3.6598 -4.2298 0.0 0.0 0.0
O 2.0299 -2.7997 7.3169 0.0 0.0 0.0
S 2.9750 -2.2866 6.3705 0.0 0.0 0.0
O 3.2789 -0.8879 6.3851 0.0 0.0 0.0
O 2.5466 -2.7332 4.9164 0.0 0.0 0.0
C 1.1622 -2.5028 4.5193 -0.2 -0.1 -0.1
C 0.8878 -1.0589 4.1783 0.1 0.1 0.1
C 4.4736 -3.2018 6.4586 0.0 0.0 0.0
H 0.5113 -2.8707 5.3125 0.1 0.0 0.1
H 1.0372 -3.1484 3.6529 0.1 0.0 0.0
H 0.9414 -0.4260 5.0638 0.0 0.0 0.0
H -0.1086 -0.9719 3.7442 0.0 0.0 0.0
H 1.6056 -0.6891 3.4490 0.0 0.0 0.0
H 4.2392 -4.2616 6.4203 0.0 0.0 0.0
H 4.9376 -2.9420 7.4076 0.0 0.0 0.0
H 5.1101 -2.9055 5.6294 0.0 0.0 0.0
```
Forces are in eV/Å.

- structure (SMILES) = CC(=O)OCCCCCB1OB(N)OB(C(=O)NC(=O)F)O1.CCOS(C)(=O)=O.CCOS(C)(=O)=O.CCOS(C)(=O)=O
- charge = 0
- molar mass (g/mol) = 688.15
- spin multiplicity = 1
- Kohn-Sham gap (eV) = 10.69
- HOMO energy (eV) = -10.25
- total energy (Ha) = -3392.551803

C18H40BBr14N3O8 | the ωB97M-V functional and the def2-TZVPD basis

Structure (XYZ):
```
84
Properties=species:S:1:pos:R:3:forces:R:3
N -3.2051 -2.4362 0.6956 0.0 1.3 0.1
H -2.7088 -3.3040 0.5516 0.0 -0.5 -0.3
H -2.7490 -1.9156 1.4311 0.1 0.1 0.9
H -4.2078 -2.4779 0.8102 -0.3 -0.5 0.5
H -3.0910 -1.8268 -0.1017 0.4 0.0 -1.1
N -2.0429 1.2335 4.5413 -0.2 0.1 1.0
H -2.8427 1.8409 4.6487 -0.4 0.5 -0.3
H -1.7736 0.8999 5.4558 0.2 -0.7 1.0
H -1.2031 1.6963 4.2240 0.6 0.7 -0.7
H -2.2539 0.4168 3.9858 -0.2 -0.8 -0.6
N 0.7298 -1.7534 6.5089 0.1 1.1 0.3
H 0.8690 -2.2168 7.3954 0.2 -0.6 0.3
H 0.2545 -0.8795 6.6837 -0.9 1.0 0.5
H 0.1113 -2.2044 5.8499 -0.3 -0.9 -0.7
H 1.5779 -1.4018 6.0880 1.0 -0.4 -0.6
O 1.0455 1.1128 -2.6147 -1.2 -2.2 3.3
C 0.7231 0.5418 -1.5535 0.8 1.7 -1.1
O 1.3713 0.5872 -0.3921 0.2 0.5 -0.7
B 0.6533 0.0353 0.7970 0.6 0.5 -1.6
O -0.6020 -0.5111 0.1427 0.5 0.2 -1.1
C -0.5767 -0.2570 -1.2196 -1.7 -1.3 -0.6
O -1.4419 -0.6401 -2.0070 2.0 1.1 2.2
O 1.6194 -0.8031 1.5102 -0.7 -0.1 2.9
C 1.6473 -0.4336 2.8770 -0.1 0.3 -2.2
O 2.2673 -0.8912 3.7903 -0.5 -0.2 -0.9
C 0.7730 0.8566 2.9647 0.2 0.7 0.8
O 0.2927 1.1261 1.7383 0.1 -0.1 2.1
O 0.6440 1.4879 4.0256 -0.2 -1.1 -2.8
Br 3.0918 2.3591 -6.5937 -1.9 0.1 0.0
C 1.0833 2.8363 -6.3136 1.1 0.6 0.5
C 1.1271 3.6660 -5.0295 0.7 -0.5 0.2
Br -0.6784 4.3895 -4.5941 1.2 -0.4 -0.1
H 0.4633 1.9461 -6.2075 0.5 -0.1 0.0
H 0.7416 3.3990 -7.1824 0.4 0.0 0.1
H 1.9376 4.3938 -4.9909 -0.8 1.0 -1.0
H 1.5733 3.0847 -4.2226 -1.2 -0.8 0.3
Br 3.1936 0.7035 7.2635 0.0 -0.6 0.3
C 3.9766 2.4550 6.9786 0.3 0.2 -1.5
C 4.1609 2.5507 5.4182 -0.4 0.6 0.8
Br 4.6058 4.4008 4.7626 -0.3 -1.1 0.6
H 4.9004 2.4737 7.5567 -0.2 0.1 -0.2
H 3.2139 3.1220 7.3806 0.4 0.2 -0.3
H 3.2055 2.2524 4.9866 0.1 0.4 -0.2
H 4.9226 1.8956 4.9954 0.1 0.1 0.5
Br -4.8150 1.0644 0.9995 0.4 0.2 -0.5
C -3.4112 2.2153 0.2031 0.2 0.6 0.6
C -2.4346 2.6303 1.3335 0.1 -1.5 -0.2
Br -3.2179 3.5906 2.8605 0.1 0.5 -1.0
H -3.8594 3.0521 -0.3327 -0.4 0.1 0.6
H -2.9560 1.6683 -0.6225 0.4 -0.4 0.5
H -1.4917 3.0586 0.9934 -0.5 0.9 -0.2
H -2.0513 1.7312 1.8160 -0.4 -0.2 -0.1
Br 3.1183 -2.0080 -4.2031 0.5 -0.4 0.2
C 1.6263 -1.2660 -5.1240 -1.2 0.3 -0.5
C 0.3264 -1.7444 -4.4868 0.2 0.3 0.7
Br -0.1719 -3.5898 -4.9027 0.3 0.3 0.2
H 1.6651 -1.5015 -6.1875 0.2 0.0 0.1
H 1.7173 -0.1901 -4.9747 -0.1 0.0 -0.1
H -0.5753 -1.1536 -4.6480 0.3 0.1 -0.7
H 0.4882 -1.6271 -3.4152 -0.2 -0.6 0.0
Br 3.6205 4.8470 -0.0391 -0.6 0.0 -0.8
C 2.2115 4.5207 -1.4076 -1.0 -0.4 1.2
C 0.9280 3.9811 -0.6505 1.4 0.7 -0.8
Br -0.1682 5.4847 0.1339 0.8 -1.3 -0.4
H 2.5845 3.7290 -2.0573 0.0 0.0 0.1
H 2.0250 5.4297 -1.9794 0.1 -0.1 0.2
H 1.3344 3.2813 0.0796 -0.5 0.4 0.6
H 0.3180 3.3885 -1.3322 -0.3 0.5 -0.1
Br -0.6104 -4.3268 -0.3383 0.2 0.0 -0.2
C 1.2663 -3.9264 -0.9013 -0.9 1.0 -0.8
C 1.8150 -5.2404 -1.2757 1.5 -1.5 0.7
Br 3.7487 -5.1383 -1.6801 -0.4 0.2 0.2
H 1.6110 -3.3380 -0.0510 0.6 -0.6 -0.2
H 1.2551 -3.3298 -1.8135 -0.4 0.4 0.2
H 1.4357 -5.7212 -2.1774 -0.5 0.5 0.2
H 1.7322 -5.9230 -0.4300 0.1 -0.1 -0.2
Br -3.1707 -3.0468 -2.4325 -1.6 -0.6 -0.6
C -4.8369 -4.0552 -2.9750 -0.4 0.8 -0.1
C -4.5084 -5.4143 -3.4570 0.7 -0.6 -0.8
Br -4.0222 -5.4252 -5.3705 0.1 0.0 0.6
H -5.3365 -3.4602 -3.7395 0.3 0.1 0.1
H -5.5584 -4.1927 -2.1696 0.5 0.5 0.5
H -5.3643 -6.0878 -3.4131 0.1 0.1 0.2
H -3.6667 -5.7772 -2.8671 -0.1 -0.5 -0.3
```
Forces are in eV/Å.

- charge = +1
- molar mass (g/mol) = 1556.00
- spin multiplicity = 2
- Kohn-Sham gap (alpha / beta) (eV) = 4.01 / 8.07
- HOMO energy (alpha / beta) (eV) = -7.08 / -11.53
- total energy (Ha) = -37536.944166